1.
Density functional theory data (wB97M-V/def2-TZVPD) for the ion C6H10N with charge +1.

Element x y z (Å)
N: 0.50 -0.30 -0.01
C: -1.83 -0.45 -0.03
C: 0.63 -1.74 -0.03
C: 0.59 0.49 1.19
C: -0.72 -1.12 -0.17
C: 0.80 0.38 -1.24
C: -2.07 0.83 0.10
H: 1.20 -2.40 -0.80
H: -2.37 1.35 -0.87
H: 0.21 1.24 -1.40
H: 1.83 0.74 -1.25
H: -0.04 1.37 1.04
H: 0.73 -0.30 -2.03
H: -2.32 1.19 1.05
H: 1.02 -2.04 0.92
H: 1.59 0.82 1.53
H: 0.24 -0.06 1.98

Output
Kohn-Sham gap = 10.89 eV
charge = +1
energy relative to the best compared isomer or geometry (same formula, charge and spin) = 4.141 eV
calculated total energy = -7862.2071 eV
SMILES = C=C=C1C[N+]1(C)C
LUMO level = -4.03 eV
spin multiplicity = 1

These are the Mulliken partial charges, in e, on atoms 1 to 6: atom 1 (N): 0.132, atom 2 (C): 0.211, atom 3 (C): -0.369, atom 4 (C): -0.953, atom 5 (C): 0.170, atom 6 (C): -0.942

2.
Density functional theory data (wB97M-V/def2-TZVPD) for a structure of composition C3HFO2Zn.

Element x y z (Å)
Zn: -1.51 -0.09 -0.69
F: 0.18 0.19 0.07
O: -2.20 -0.70 1.06
O: 1.58 2.10 -0.34
C: 2.21 1.41 -1.17
C: -2.53 -1.06 2.08
C: 1.43 0.38 -0.45
H: 2.90 0.40 -0.40

Output
Kohn-Sham gap (spin up / spin down) = 4.72 / 4.72 eV
charge = +2
energy relative to the best compared isomer or geometry (same formula, charge and spin) = 4.077 eV
calculated total energy = -58325.4726 eV
LUMO level (spin up / spin down) = -13.95 / -13.95 eV
spin multiplicity = 1

These are the Mulliken partial charges, in e, on atoms 1 to 6: atom 1 (Zn): 1.275, atom 2 (F): -0.001, atom 3 (O): 0.221, atom 4 (O): -0.145, atom 5 (C): -0.038, atom 6 (C): 0.195

3.
Density functional theory data (wB97M-V/def2-TZVPD) for the ion C3H5FN3 with charge +1.

Element x y z (Å)
F: -1.21 0.79 1.29
N: 0.56 -0.56 0.98
N: -0.14 1.02 -0.67
N: -0.56 -1.18 -0.93
C: -0.84 0.04 -1.20
C: 0.27 -1.50 0.08
C: 0.16 0.76 0.66
H: 0.89 1.61 0.94
H: 0.77 -2.56 0.21
H: -1.19 0.52 -2.13
H: 0.99 -0.81 1.88
H: 0.31 1.88 -1.10

Output
Kohn-Sham gap = 10.20 eV
charge = +1
energy relative to the best compared isomer or geometry (same formula, charge and spin) = 1.034 eV
calculated total energy = -10371.0486 eV
SMILES = F[C@H]1NC=NC=[NH+]1
LUMO level = -5.77 eV
spin multiplicity = 1

These are the Mulliken partial charges, in e, on atoms 1 to 6: atom 1 (F): -0.319, atom 2 (N): -0.071, atom 3 (N): -0.172, atom 4 (N): -0.352, atom 5 (C): 0.032, atom 6 (C): 0.062

4.
Density functional theory data (wB97M-V/def2-TZVPD) for the ion C6H12N with charge +1.

Element x y z (Å)
N: -0.20 -0.78 -1.00
C: -0.41 2.47 0.58
C: 0.77 0.03 -0.14
C: -1.21 0.31 -0.70
C: -0.22 1.10 0.20
C: 1.40 -0.71 0.99
C: -0.35 -2.16 -0.89
H: -1.64 0.69 -1.52
H: 2.38 -0.24 1.30
H: 1.71 -1.68 0.62
H: 0.25 2.97 1.35
H: -0.50 3.11 -0.34
H: -1.51 2.63 1.00
H: -1.06 -2.53 -1.58
H: 0.89 -0.82 1.88
H: -2.05 0.07 0.03
H: -0.51 -2.42 0.12
H: 0.73 -2.56 -1.12
H: 1.54 0.50 -0.78

Output
Kohn-Sham gap = 6.81 eV
charge = +1
energy relative to the best compared isomer or geometry (same formula, charge and spin) = 4.363 eV
calculated total energy = -7895.6987 eV
LUMO level = -6.38 eV
spin multiplicity = 1

These are the Mulliken partial charges, in e, on atoms 1 to 6: atom 1 (N): -0.053, atom 2 (C): -1.150, atom 3 (C): 0.487, atom 4 (C): -0.662, atom 5 (C): 0.426, atom 6 (C): -1.459